## w
{"formula": "C3H12NO4", "method": "ωB97M-V with the def2-TZVPD basis set", "species": ["C", "O", "C", "C", "O", "N", "H", "H", "H", "H", "H", "H", "H", "H", "H", "H", "O", "H", "H", "O"], "positions_angstrom": [[-1.904, -0.298, 0.947], [-2.593, -0.362, -0.298], [-0.390, -0.387, 0.755], [0.272, 1.016, 0.675], [1.593, 1.047, 0.836], [0.181, -1.078, 1.959], [-2.197, -1.117, 1.590], [-2.364, 0.586, 1.375], [-0.068, -1.013, -0.134], [-0.052, 1.265, -0.401], [-0.233, 1.696, 1.414], [2.107, 0.665, -0.454], [1.197, -1.140, 1.914], [0.047, -0.408, 2.802], [-2.733, 0.464, -0.758], [-0.622, -0.034, -2.164], [0.067, -0.204, -2.817], [0.914, -0.073, -2.342], [2.354, -0.730, -1.211], [2.477, 0.197, -1.431]], "homo_lumo_gap_ev": 7.6774, "total_charge": -1, "homo_ev": -4.1}


## x
{"formula": "C3H12NO4", "method": "ωB97M-V with the def2-TZVPD basis set", "species": ["C", "C", "O", "N", "C", "O", "H", "H", "H", "H", "H", "H", "H", "H", "H", "H", "O", "H", "H", "O"], "positions_angstrom": [[0.789, -1.003, 1.498], [1.755, -1.134, 0.296], [1.973, 0.075, -0.423], [-0.548, -0.635, 1.065], [-1.116, 0.704, 1.306], [-1.578, 1.261, 0.164], [1.234, -0.153, 2.017], [0.773, -2.004, 1.936], [2.765, -1.276, 0.680], [1.493, -1.990, -0.342], [1.156, 0.453, -0.736], [-0.768, -1.021, 0.169], [-1.908, 0.612, 2.068], [-0.301, 1.282, 1.796], [-0.882, 1.509, -0.769], [0.202, 2.371, -1.881], [-0.101, 1.452, -1.713], [-1.078, 0.098, -2.832], [-1.968, -0.255, -1.662], [-1.892, -0.346, -2.638]], "homo_lumo_gap_ev": 8.1207, "total_charge": -1, "homo_ev": -4.2}


What are the relative energies? In kcal/mol: w 7.6; x 0.0.


## w
{"formula": "C3H9N5", "method": "ωB97M-V with the def2-TZVPD basis set", "species": ["C", "N", "C", "C", "N", "N", "N", "N", "H", "H", "H", "H", "H", "H", "H", "H", "H"], "positions_angstrom": [[-0.057, -2.059, -0.928], [-0.561, 1.155, -0.611], [0.796, 0.831, -0.336], [0.127, -0.287, 0.648], [-1.386, 1.961, 0.205], [0.016, 0.168, 1.957], [0.070, -1.528, 0.399], [1.609, 0.758, -1.307], [-0.711, 1.392, -1.590], [-1.974, 1.340, 0.760], [-0.803, 2.494, 0.857], [0.705, 0.858, 2.223], [-0.009, -0.595, 2.617], [2.443, 0.225, -1.065], [0.577, -2.964, -0.998], [0.251, -1.382, -1.726], [-1.093, -2.365, -1.104]], "homo_lumo_gap_ev": 8.8894, "homo_ev": -8.4}


## x
{"formula": "C3H9N5", "method": "ωB97M-V with the def2-TZVPD basis set", "species": ["C", "C", "C", "H", "H", "H", "H", "H", "H", "H", "H", "H", "N", "N", "N", "N", "N"], "positions_angstrom": [[-0.624, -1.209, -0.175], [0.252, 0.705, -1.213], [0.988, 0.911, 0.996], [0.337, -1.577, 0.198], [-0.949, -0.417, 0.717], [-1.459, -2.017, -0.273], [-2.349, -0.948, -2.664], [-2.634, 0.433, -1.695], [0.193, 1.210, -2.145], [2.227, 0.275, 2.748], [2.764, -0.726, 1.147], [0.299, 1.179, 2.738], [-0.494, -0.521, -1.406], [-1.811, -0.117, -2.147], [1.117, 1.145, -0.308], [1.971, -0.002, 1.745], [0.172, 1.675, 1.737]], "homo_lumo_gap_ev": 9.0981, "homo_ev": -8.7}


What are the relative energies? In kcal/mol: w 0.0; x 37.1.